Record 1
DFT (ωB97M-V/def2-TZVPD) results for a structure of composition C22H27AuN4.

The total energy is -32888.4567 eV. Its expectation value of S² is 2.031. The value obtained for the energy above the lowest of the compared OMol25 structures with the same formula, charge and spin is 19.0 kJ/mol. The lowest unoccupied orbital energy (spin up / spin down) is -5.84 / -8.63 eV. For the gap between HOMO and LUMO (spin up / spin down), the calculation gives 8.27 / 6.77 eV. Its highest occupied orbital energy (spin up / spin down) is -14.1 / -15.4 eV.

Geometry as ORCA input:
```
! wB97M-V def2-TZVPD RIJCOSX def2/J DEFGRID3
* xyz 2 3
Au -0.2220 0.4353 0.8875
C -2.7420 0.7956 -0.6398
N -1.5515 1.6442 -0.6792
C -0.9349 1.7459 -1.9931
C 0.3541 0.9682 -2.1993
C 0.8632 0.8376 -3.4887
C 2.0865 0.2166 -3.6678
C 2.7752 -0.2605 -2.5584
C 2.1856 -0.1135 -1.3183
N 1.0099 0.4803 -1.1613
C -1.6424 2.9167 0.0398
C -0.3374 3.3355 0.6779
C -0.0026 4.6790 0.7827
C 1.1755 5.0463 1.4177
C 2.0005 4.0549 1.9260
C 1.5979 2.7374 1.8027
N 0.4571 2.3954 1.2103
C -2.4491 -0.6863 -0.5368
C -3.2597 -1.5755 -1.2441
C -3.0333 -2.9594 -1.1405
C -2.1024 -3.4116 -0.2657
C -1.3097 -2.4854 0.5891
N -1.4734 -1.0939 0.2591
H -3.3858 0.9861 -1.5059
H -3.3267 1.0395 0.2536
H -0.6895 2.7972 -2.1972
H -1.6406 1.4248 -2.7679
H 0.3089 1.2247 -4.3300
H 2.4965 0.0970 -4.6597
H 3.7379 -0.7340 -2.6527
H 2.6682 -0.4560 -0.4166
H -2.3700 2.8098 0.8498
H -2.0006 3.7212 -0.6153
H -0.6624 5.4310 0.3815
H 1.4443 6.0857 1.5137
H 2.9311 4.2890 2.4143
H 2.1997 1.9284 2.1876
H -4.0420 -1.2064 -1.8872
H -3.5920 -3.6489 -1.7540
H -1.9268 -4.4659 -0.1156
H 0.2138 -3.9645 0.3349
C 1.7252 -1.6963 2.2551
C 0.7770 -2.8756 2.1016
C 1.5240 -4.1740 2.4190
C 0.1722 -2.9333 0.6829
H 2.0405 -1.5696 3.2886
H 1.2121 -0.7564 1.9473
H 2.6051 -1.8392 1.6320
H -0.0301 -2.7682 2.8346
H 2.3232 -4.3489 1.7020
H 0.8422 -5.0212 2.3929
H 1.9637 -4.1254 3.4119
H -1.7257 -2.6175 1.6106
H 0.7612 -2.3353 -0.0129
*
```

---

Record 2
DFT (ωB97M-V/def2-TZVPD) results for a structure of composition C22H27BCdN2O4S.

The total energy is -50497.0996 eV. The lowest unoccupied orbital energy is 0.12 eV. For the gap between HOMO and LUMO, the calculation gives 8.59 eV. Its highest occupied orbital energy is -8.5 eV.

Geometry as ORCA input:
```
! wB97M-V def2-TZVPD RIJCOSX def2/J DEFGRID3
* xyz 0 1
Cd -0.3365 -0.4000 -0.1498
C 1.9310 1.0027 1.7981
C 2.5473 -0.3733 1.6939
O 1.5048 -1.2977 1.4178
C 1.9811 -2.5680 0.9827
C 2.5158 -2.5290 -0.4660
O 2.1435 -1.2941 -1.0565
C 2.1155 -1.3145 -2.4761
C 2.0647 0.1284 -2.9142
O 0.9855 0.7782 -2.2521
C 1.2982 2.0422 -1.6880
C 2.0885 1.9266 -0.4012
O 1.2531 1.3528 0.5992
H 2.6992 1.7456 2.0338
H 1.1794 1.0180 2.5882
H 3.0361 -0.6368 2.6393
H 3.2940 -0.4018 0.8963
H 1.1246 -3.2323 1.0459
H 2.7560 -2.9200 1.6704
H 2.0898 -3.3646 -1.0272
H 3.6078 -2.6174 -0.4944
H 1.2516 -1.8851 -2.8274
H 3.0208 -1.7835 -2.8785
H 1.9200 0.1929 -3.9963
H 3.0110 0.6169 -2.6644
H 0.3406 2.5234 -1.4854
H 1.8526 2.6574 -2.4047
H 2.4074 2.9228 -0.0737
H 2.9779 1.3057 -0.5479
S -2.9248 1.9327 3.1461
C -1.9853 0.9069 4.1776
C -1.8977 0.8916 5.5667
C -1.0748 -0.0472 6.1558
C -0.3551 -0.9615 5.3772
C -0.4424 -0.9482 4.0002
C -1.2638 0.0027 3.3910
N -1.4550 0.1414 2.0250
C -2.2925 1.0977 1.7529
C -2.6814 1.4858 0.3838
C -3.7632 2.3473 0.1912
C -4.1320 2.7100 -1.0915
C -3.4207 2.2071 -2.1731
C -2.3483 1.3472 -1.9675
C -1.9466 0.9615 -0.6891
H -2.4605 1.5923 6.1691
H -0.9910 -0.0809 7.2340
H 0.2729 -1.6949 5.8659
H 0.1042 -1.6491 3.3852
H -4.3303 2.7273 1.0340
H -4.9732 3.3726 -1.2482
H -3.7086 2.4834 -3.1807
H -1.8126 0.9702 -2.8318
B -0.2221 -4.4073 -2.6011
C -0.5015 -3.3725 -1.4381
N -0.6023 -2.5836 -0.5966
H 0.0040 -3.7358 -3.5884
H 0.7625 -5.0325 -2.2566
H -1.1886 -5.1135 -2.7465
*
```

---

Record 3
DFT (ωB97M-V/def2-TZVPD) results for a structure of composition C22H27BN10OPt in a non-equilibrium geometry.

The total energy is -44115.0475 eV. Its expectation value of S² is 3.757. The lowest unoccupied orbital energy (spin up / spin down) is -2.75 / -5.60 eV. For the gap between HOMO and LUMO (spin up / spin down), the calculation gives 6.54 / 6.06 eV. Its highest occupied orbital energy (spin up / spin down) is -9.3 / -11.7 eV.

Geometry as ORCA input:
```
! wB97M-V def2-TZVPD RIJCOSX def2/J DEFGRID3
* xyz 1 4
Pt 0.0000 0.0000 0.0000
C -1.9819 3.7829 0.2806
C -2.0970 2.4161 0.3813
N -0.8796 1.8606 0.2401
N 0.0063 2.8287 0.0400
C -0.6420 4.0155 0.0717
B 1.5436 2.5850 -0.1367
N 1.8149 1.6735 -1.3815
C 2.5797 1.9577 -2.4604
C 2.5781 0.8704 -3.3035
C 1.7928 -0.0684 -2.6762
N 1.3485 0.4374 -1.5111
N 2.0118 1.7728 1.1190
C 2.9192 1.9815 2.1038
C 2.9070 0.9059 2.9624
C 1.9633 0.0522 2.4554
N 1.4384 0.5966 1.3452
N 2.2333 3.9802 -0.3930
C 3.1927 4.6868 0.2532
C 3.4167 5.8659 -0.4200
C 2.5598 5.8386 -1.4877
N 1.8582 4.6939 -1.4502
H -2.7726 4.5170 0.3577
H -3.0081 1.8594 0.5531
H -0.1923 4.9918 -0.0367
H 3.1169 2.8782 -2.6378
H 3.0906 0.7720 -4.2508
H 1.5636 -1.0606 -3.0402
H 3.5658 2.8109 2.2527
H 3.5124 0.7644 3.8477
H 1.6738 -0.9058 2.8656
H 3.7261 4.4355 1.1360
H 4.1189 6.6473 -0.1615
H 2.4506 6.6013 -2.2466
C -6.7576 -3.6372 0.0644
C -5.6838 -4.4816 -0.6048
N -4.4240 -3.7530 -0.7824
C -3.2988 -4.1563 0.0699
C -3.4829 -3.7269 1.5175
C -4.3543 -2.8585 -1.8559
O -5.2837 -2.6950 -2.6478
C -3.1294 -2.0787 -2.1128
C -2.5939 -2.0490 -3.4017
C -1.4622 -1.2779 -3.6548
C -0.9087 -0.5595 -2.6060
N -1.4140 -0.5499 -1.3520
C -2.5331 -1.2889 -1.1417
H -7.6743 -4.2225 0.1874
H -6.9993 -2.7512 -0.5310
H -6.4355 -3.2957 1.0526
H -6.0409 -4.8112 -1.5877
H -5.5006 -5.3860 -0.0140
H -2.3565 -3.7609 -0.3144
H -3.2109 -5.2477 0.0127
H -3.6581 -2.6497 1.5963
H -2.5928 -3.9750 2.1038
H -4.3365 -4.2360 1.9760
H -3.0650 -2.6127 -4.2033
H -1.0285 -1.2321 -4.6477
H -0.0251 0.0553 -2.7541
H -2.9453 -1.2118 -0.1412
H -0.0775 -1.5598 0.7154
*
```